[1]
Below is a molecular structure, C7H9MnNO5 at a distorted geometry, with properties calculated with the ωB97M-V functional and the def2-TZVPD basis.

XYZ file:
```
23
Properties=species:S:1:pos:R:3:forces:R:3:lowdin_spin:R:1
Mn 0.59237 -1.42759 -1.14261 0.26 -0.44 -0.47 2.835
O 2.03458 -2.33168 1.33198 -3.05 1.98 -5.06 0.023
C 1.47269 -1.97970 0.37035 5.00 -3.56 7.71 -0.003
C -0.38568 -0.74001 -2.54821 -4.75 3.05 -7.49 -0.003
O -1.00784 -0.29403 -3.42236 3.08 -2.16 4.44 0.023
C -0.78727 -2.58538 -0.75540 -6.97 -6.47 1.62 -0.004
O -1.65937 -3.31623 -0.51172 4.46 3.84 -1.19 0.025
C 1.90970 -0.18935 -1.45923 7.51 6.37 -2.17 -0.004
O 2.74249 0.61424 -1.64410 -4.67 -4.39 1.09 0.023
H 2.80799 -4.44465 -3.46914 -0.24 0.17 -0.34 0.001
H 2.42425 -4.18753 -4.06936 0.21 -0.13 0.37 0.001
C -2.18635 1.46099 1.24808 -0.14 0.74 0.61 0.078
N -0.75532 1.66898 1.38546 -1.14 1.26 1.01 0.439
C -0.19832 2.72553 2.21378 -1.03 -0.01 0.03 0.099
C 0.07830 0.85258 0.71842 0.50 -2.03 -1.62 0.055
O -0.42568 -0.04061 -0.00338 0.66 2.08 1.72 0.257
H -2.69071 2.20510 1.85201 -0.09 0.08 0.06 0.001
H -2.47444 0.46434 1.60179 0.14 -0.20 -0.12 0.035
H -2.50520 1.57627 0.20594 0.14 -0.15 -0.18 0.035
H 0.44368 2.29128 2.98640 0.32 -0.15 0.11 0.042
H 0.40829 3.39898 1.59968 0.31 0.07 -0.18 0.043
H -1.01362 3.28040 2.67696 0.13 -0.03 -0.02 0.001
H 1.17547 0.99807 0.83467 -0.63 0.09 0.07 -0.003
```
Forces are in eV/Å.

Results
HOMO level (spin up / spin down), eV: -21.7856 / -21.7831
Frontier orbital gap (spin up / spin down), eV: 8.31 / 4.82
Energy, hartree: -1852.71296
Total charge: +3
Lowest unoccupied orbital energy (spin up / spin down), hartree: -0.4952 / -0.6234
Energy relative to the best compared isomer or geometry (same formula, charge and spin), eV: 0.306
2S+1: 5


[2]
Below is a molecular structure, C7H9N at a distorted geometry, with properties calculated with the ωB97M-V functional and the def2-TZVPD basis.

XYZ file:
```
17
Properties=species:S:1:pos:R:3:forces:R:3:mulliken_charge:R:1
C -0.11421 1.31822 -0.72153 1.94 0.35 -2.01 -0.672
C -1.01196 -0.05531 -0.90119 3.06 1.42 -0.49 -0.282
C -0.43315 -0.31330 0.97374 -1.41 0.01 6.39 -0.088
C 0.54328 1.03762 0.63701 -0.31 -2.83 1.21 -0.201
C 1.75292 0.09898 0.24221 1.64 0.40 -0.85 -0.429
C 1.34770 -1.08489 -0.33453 1.45 2.19 -0.12 -0.544
C -0.12527 -1.08933 -0.14176 2.35 -3.20 -4.47 -0.068
H -0.71140 2.09354 -0.44976 -2.75 2.02 0.19 0.357
H 0.64876 2.00291 -1.48508 -1.88 -3.00 1.55 0.245
H -1.38227 -0.53462 -1.83832 -0.39 1.44 0.62 0.395
H -2.33372 -0.77030 0.20190 -0.89 -1.46 1.24 0.314
H -0.45646 -0.99592 2.06839 0.40 2.74 -2.70 0.265
H 0.47923 1.99068 1.39696 0.76 -2.87 -1.81 0.311
H 2.82716 0.47241 0.10745 -1.69 -0.42 0.37 0.303
H 2.01140 -1.63368 -1.07513 -1.05 0.41 1.39 0.295
H -0.67126 -2.03017 -0.30153 0.39 -0.01 0.66 0.415
N -1.73819 -0.00954 0.40735 -1.61 2.82 -1.18 -0.617
```
Forces are in eV/Å.

Results
HOMO level, eV: -8.6456
Frontier orbital gap, eV: 9.63
Energy, hartree: -326.66987
Lowest unoccupied orbital energy, hartree: 0.0363
Energy relative to the best compared isomer or geometry (same formula, charge and spin), eV: 6.017
2S+1: 1


[3]
Below is a single C7H9N molecule at a distorted geometry, with properties calculated with the ωB97M-V functional and the def2-TZVPD basis.

XYZ file:
```
17
Properties=species:S:1:pos:R:3:forces:R:3:mulliken_charge:R:1
C 0.01787 1.38119 -0.63435 -0.58 0.16 0.88 -0.893
C -1.18959 0.72934 0.07184 -0.44 -0.60 -0.45 -0.216
C -1.11413 -0.82701 -0.05758 1.25 1.81 1.85 -0.504
C 0.19349 -1.34620 -0.63800 -0.22 -1.07 1.26 -0.876
C 1.28146 -0.63097 0.16139 0.35 -1.32 -0.85 -0.071
C 1.20374 0.80505 0.12654 -0.44 0.57 -0.03 -0.154
N 0.75501 0.04422 1.35654 0.44 0.14 -0.63 -0.616
C -0.68413 -0.05841 1.23611 -1.15 -0.27 0.35 -0.031
H -0.02561 2.46302 -0.55279 0.04 0.16 0.07 0.412
H 0.00630 1.13372 -1.69546 0.22 -0.06 -0.06 0.302
H -2.17558 1.24944 0.16381 1.01 -0.58 -0.41 0.365
H -1.97894 -1.43593 0.03815 -0.60 -0.33 -0.28 0.409
H 0.22539 -1.14459 -1.68619 0.42 0.08 -0.86 0.354
H 0.29280 -2.44576 -0.47572 -0.25 0.72 -0.22 0.383
H 2.29453 -1.05008 0.22441 -0.59 -0.19 0.09 0.360
H 2.16247 1.29335 0.17744 -0.13 0.63 0.24 0.387
H -1.26508 -0.16038 2.18386 0.66 0.17 -0.96 0.390
```
Forces are in eV/Å.

Results
HOMO level, eV: -9.1969
Frontier orbital gap, eV: 10.27
Energy, hartree: -326.81422
Lowest unoccupied orbital energy, hartree: 0.0396
Energy relative to the best compared isomer or geometry (same formula, charge and spin), eV: 2.088
2S+1: 1


[4]
Below is a single C7H9N molecule at a distorted geometry, with properties calculated with the ωB97M-V functional and the def2-TZVPD basis.

XYZ file:
```
17
Properties=species:S:1:pos:R:3:forces:R:3:mulliken_charge:R:1
C -1.49728 0.33028 -1.46315 0.00 1.02 0.47 -1.175
N 2.15610 0.63513 -0.53254 -0.79 -2.07 -1.08 -0.585
C 1.39881 -0.55133 -0.13602 0.17 -0.95 4.81 0.185
C -1.20094 0.68432 -0.04459 -1.77 -0.51 2.37 0.324
C -1.63731 0.37914 1.19113 2.01 1.95 -2.40 -0.512
C -0.22932 0.87620 1.08586 1.04 -1.91 -0.24 -0.309
C 0.77313 -0.31930 1.22950 -2.71 2.03 -0.76 -0.308
C 0.46403 -1.43853 0.37726 2.78 0.66 -0.79 -0.614
H -1.10009 -0.65841 -1.49113 0.15 -0.92 -0.80 0.355
H -0.98781 0.98370 -2.20566 -0.57 -0.41 0.45 0.271
H -2.59299 0.28300 -1.57253 0.53 0.14 -0.31 0.337
H 1.17424 -0.07416 -1.20020 1.48 2.17 -1.50 0.295
H 3.05076 0.23646 -0.84668 -0.43 0.05 -1.29 0.261
H -1.89889 -0.39366 1.84768 -1.42 -0.55 0.63 0.318
H 0.29453 1.80561 1.23691 -0.67 0.68 0.63 0.430
H 1.37382 -0.28722 2.12246 0.74 -0.29 0.07 0.437
H 0.45923 -2.49126 0.40170 -0.55 -1.10 -0.28 0.289
```
Forces are in eV/Å.

Results
HOMO level, eV: -7.7985
Frontier orbital gap, eV: 8.09
Energy, hartree: -326.48686
Lowest unoccupied orbital energy, hartree: 0.0108
Energy relative to the best compared isomer or geometry (same formula, charge and spin), eV: 10.996
2S+1: 1


[5]
Below is a single C7H9N molecule at a distorted geometry, with properties calculated with the ωB97M-V functional and the def2-TZVPD basis.

XYZ file:
```
17
Properties=species:S:1:pos:R:3:forces:R:3:mulliken_charge:R:1
C 3.16488 -0.49971 0.53924 -1.81 0.78 0.43 0.402
C 2.03912 -0.23756 0.93096 -0.38 -1.48 -0.36 -0.807
C 0.62022 -0.20218 1.36714 -0.85 2.24 -4.10 -0.736
C -0.46605 0.17627 0.50633 0.18 -0.84 3.68 0.707
C -1.78292 0.67753 1.29038 0.71 2.22 0.83 -1.462
C -0.71610 0.22516 -0.99296 0.48 -0.23 1.47 0.070
C -0.24175 -0.85624 -1.94914 -2.96 0.23 -1.19 -0.413
N 0.38819 0.50456 -1.90622 2.75 -2.21 1.51 -0.636
H 4.12178 -0.59765 0.10082 0.32 -0.06 0.06 0.449
H 0.47207 -0.06542 2.40911 -0.22 -0.12 0.72 0.318
H -1.77633 1.88658 1.22571 0.07 -2.65 -0.07 0.290
H -2.71200 0.38576 0.78763 0.27 -0.15 0.08 0.353
H -1.93063 0.51724 2.45020 0.85 -0.22 -2.41 0.315
H -1.66145 0.76923 -1.12074 0.53 -0.26 -0.69 0.378
H 0.14484 -1.77146 -1.54462 0.95 0.16 0.51 0.278
H -0.98640 -1.20802 -2.81351 1.78 1.58 1.57 0.221
H 1.32255 0.29592 -1.28035 -2.66 1.01 -2.04 0.273
```
Forces are in eV/Å.

Results
HOMO level, eV: -8.5841
Frontier orbital gap, eV: 9.10
Energy, hartree: -326.69128
Lowest unoccupied orbital energy, hartree: 0.0191
Energy relative to the best compared isomer or geometry (same formula, charge and spin), eV: 5.434
2S+1: 1


[6]
Below is 2 unconnected molecules or ions with the total composition C7H9N2 at a distorted geometry, with properties calculated with the ωB97M-V functional and the def2-TZVPD basis.

XYZ file:
```
18
Properties=species:S:1:pos:R:3:forces:R:3:mulliken_charge:R:1
C -2.13809 -0.17581 0.27789 2.90 -0.71 1.37 -0.353
C -3.15649 0.35596 -0.16792 -3.96 0.19 -1.91 0.291
C 1.09673 0.51196 0.56218 -1.56 -0.17 -1.50 -0.461
C 1.27460 -1.34903 1.74874 2.05 -0.10 -1.49 0.271
C 2.16896 -0.17633 0.02449 -2.26 -0.11 3.27 0.574
C -4.51635 0.42201 -0.77770 2.25 2.13 0.26 -0.832
C 3.15104 0.24470 -0.89927 3.03 1.49 -2.82 -1.072
N 2.30447 -1.31757 0.87762 -1.05 0.21 0.28 -0.113
N 0.56120 -0.30892 1.55325 -0.41 1.03 0.60 0.099
H 0.36310 1.31427 0.18383 1.94 -1.20 0.54 0.302
H -5.24203 0.31748 0.03903 -0.21 0.54 -0.78 0.291
H -4.43247 1.40638 -1.40446 -0.92 -1.24 1.38 0.279
H -4.58452 -0.30706 -1.55605 -0.18 -0.80 -0.30 0.313
H 4.02664 0.70451 -0.28400 -1.32 -0.62 -1.33 0.283
H 3.57927 -0.61440 -1.51167 -0.53 1.08 0.77 0.348
H 2.75343 1.04398 -1.67568 0.77 -1.62 1.82 0.310
H 3.04267 -1.98692 0.93836 0.55 -0.24 -0.43 0.211
H -0.25218 -0.08522 2.07136 -1.09 0.15 0.27 0.257
```
Forces are in eV/Å.

Results
HOMO level (spin up / spin down), eV: -13.5531 / -13.7831
Frontier orbital gap (spin up / spin down), eV: 7.45 / 6.85
Energy, hartree: -381.09729
Total charge: +1
Lowest unoccupied orbital energy (spin up / spin down), hartree: -0.2244 / -0.2549
Energy relative to the best compared isomer or geometry (same formula, charge and spin), eV: 8.338
2S+1: 1